(1)
68
Properties=species:S:1:pos:R:3 method="wB97M-V/def2-TZVPD" charge=+2 molar_mass_g_mol=574.658 gap_ev="7.502 / 7.499" e_above_lowest_kj_mol=0.0 e_homo_ev="-13.057 / -13.054" total_energy_ha=-5451.139590
As 1.722 1.098 1.087
Ni -0.454 0.917 0.430
Cl -0.439 3.230 -0.709
N -0.261 -1.143 0.454
N -4.967 0.264 -1.713
N -1.535 -0.406 -5.332
N -1.132 -1.596 -3.311
N -2.620 0.652 0.008
C -1.657 -0.621 -4.036
C -0.332 -3.897 0.358
C -3.002 -0.670 -0.526
C -0.661 -1.845 1.520
C 0.294 -3.598 -3.279
C 2.965 -0.229 0.427
C -0.160 -2.343 -5.342
C 5.450 1.095 4.211
C 5.530 2.428 4.586
C 1.859 0.853 3.029
C 0.134 -1.794 -0.642
C 0.458 -3.898 -1.988
C -3.175 1.719 -0.849
C 3.133 1.394 3.605
C -0.715 2.674 1.043
C -0.353 -2.472 -3.968
C 0.069 -3.179 -0.768
C 2.627 2.761 0.707
C 4.410 3.241 4.484
C 4.257 0.580 3.725
C -0.693 -3.226 1.517
C -0.779 -1.284 -5.987
C -4.667 1.605 -1.103
C -4.487 -0.832 -0.804
C 3.219 2.728 3.994
H 6.313 0.450 4.308
H -2.985 0.761 0.953
H 0.702 -4.324 -3.973
H 4.461 4.277 4.793
H 6.458 2.830 4.969
H -4.503 0.183 -2.623
H 3.576 2.784 1.240
H -1.721 3.007 1.293
H -5.253 1.653 -0.184
H 2.569 -1.229 0.594
H 0.026 3.214 1.622
H -5.969 0.168 -1.891
H 1.792 -0.226 3.186
H -0.664 -1.135 -7.054
H -2.626 1.712 -1.793
H 2.798 2.826 -0.365
H -0.995 -3.764 2.403
H 4.196 -0.470 3.461
H -2.413 -0.872 -1.426
H 2.348 3.370 3.928
H -0.358 -4.979 0.327
H 0.937 -4.852 -1.793
H -2.981 2.689 -0.402
H 0.450 -3.046 -5.891
H -0.948 -1.270 2.394
H 0.978 1.306 3.486
H -2.732 -1.446 0.189
H 2.020 3.608 1.015
H -5.017 2.372 -1.791
H 0.497 -1.184 -1.458
H 3.900 -0.115 0.975
H -5.092 -0.753 0.099
H -2.257 0.110 -3.493
H 3.152 -0.082 -0.636
H -4.697 -1.784 -1.290



(2)
89
Properties=species:S:1:pos:R:3 method="wB97M-V/def2-TZVPD" charge=-2 molar_mass_g_mol=903.809 gap_ev=6.279 e_above_lowest_kj_mol=0.0 e_homo_ev=-2.752 total_energy_ha=-3543.024614
Cs 0.314 0.728 0.318
S 1.419 -4.046 -8.110
S -3.215 -1.061 -0.072
S 0.400 -0.911 3.272
O 2.709 -3.453 -8.425
O 0.877 -4.920 -9.128
O 1.292 -4.539 -6.753
O 0.959 3.578 0.687
O -3.477 3.474 1.593
O -0.451 6.023 4.181
N 0.187 4.796 2.400
N -6.301 1.302 0.351
N -5.614 0.120 0.488
N -1.455 0.432 -3.043
N 1.561 -1.233 -1.812
N -3.163 1.980 -1.114
N -1.283 3.443 1.086
N 2.458 -2.212 4.308
N -0.039 -2.073 -6.990
N 1.819 -2.056 0.851
N 0.072 -2.047 -9.356
N 2.242 -2.512 2.065
N -4.271 1.427 -0.471
C -2.327 3.834 1.847
C 1.652 -0.888 -3.093
C -1.073 -0.310 -8.187
C -0.039 3.896 1.331
C -2.869 6.803 1.804
C 1.856 -4.420 0.227
C -1.112 -0.429 -5.658
C -0.740 5.249 3.283
C -4.362 0.149 -0.003
C 0.348 -2.573 -8.158
C 1.773 -1.927 3.140
C -5.666 3.496 -0.619
C -5.447 2.082 -0.239
C 2.895 -4.664 4.410
C -1.365 -1.334 -4.640
C 1.722 -2.947 -0.071
C 1.761 -1.784 -4.144
C -0.742 -0.944 -7.002
C -1.112 0.928 -5.353
C -2.489 3.852 4.324
C -1.604 2.618 4.482
C -1.538 -0.859 -3.354
C -1.288 1.309 -4.033
C 1.711 -3.133 -3.837
C 1.637 -3.510 -2.504
C -0.637 -0.926 -9.349
C -2.148 4.716 3.093
C 1.610 -2.538 -1.496
C 3.466 -3.247 4.380
C -3.112 5.907 3.016
H -2.402 4.494 5.204
H 1.637 -4.560 -2.253
H 4.066 -3.067 5.277
H -1.862 7.228 1.827
H -1.890 2.055 5.371
H -3.579 7.631 1.782
H -1.663 0.596 -8.210
H 1.627 0.181 -3.296
H -5.046 4.132 0.014
H 1.057 -4.991 -0.250
H -2.697 1.194 -1.578
H -2.536 2.321 -0.380
H -3.532 3.550 4.218
H -1.353 -2.394 -4.852
H 2.813 -4.811 -0.133
H -4.123 5.499 2.979
H 1.146 5.083 2.524
H 2.283 -4.826 3.523
H -0.869 -0.498 -10.320
H -0.551 2.887 4.589
H 3.697 -5.409 4.423
H -5.367 3.652 -1.655
H 1.807 -4.568 1.299
H -3.004 6.484 3.936
H -1.711 -1.534 -2.524
H -6.717 3.742 -0.487
H 1.732 -3.870 -4.633
H 1.825 -1.454 -5.172
H 2.270 -4.811 5.294
H -1.252 2.354 -3.743
H -0.910 1.670 -6.115
H -6.043 -0.675 0.920
H -1.693 1.945 3.628
H 1.928 -2.003 5.135
H -2.980 6.238 0.876
H 4.117 -3.138 3.515



(3)
13
Properties=species:S:1:pos:R:3 method="wB97M-V/def2-TZVPD" molar_mass_g_mol=120.195 gap_ev=2.939 e_above_lowest_kj_mol=657.1 e_homo_ev=-9.332 total_energy_ha=-1026.635761
S 0.916 2.057 1.231
S -1.011 -1.769 -1.148
O -1.384 -0.229 1.693
O 0.691 -4.131 -0.527
O 0.812 3.867 -1.148
H 0.866 3.286 -0.332
H -0.744 0.455 1.643
H -1.343 -0.615 0.785
H 0.326 -4.877 -0.949
H -1.576 -1.792 -2.396
H 1.432 2.725 2.323
H 0.095 -3.342 -0.800
H 1.499 3.493 -1.754



(4)
34
Properties=species:S:1:pos:R:3 method="wB97M-V/def2-TZVPD" charge=+1 molar_mass_g_mol=213.207 gap_ev=10.134 e_above_lowest_kj_mol=41.7 e_homo_ev=-12.896 total_energy_ha=-838.132088
O -0.094 -1.994 -2.585
O 2.093 0.206 -1.557
O -0.412 2.636 1.172
O -0.061 1.804 -1.979
O 0.426 0.861 3.352
O 3.194 -0.496 0.766
O -1.868 3.622 -1.115
O 1.075 -3.516 -0.847
N -1.261 0.089 1.434
N -1.297 -1.266 -0.305
C -1.382 -1.196 1.874
C -1.249 0.023 0.068
C -1.384 -2.057 0.839
H 4.149 -0.499 0.777
H -1.229 0.843 -0.649
H -1.078 1.028 1.779
H 2.361 -0.135 -0.651
H 0.515 2.878 1.076
H -2.442 4.048 -1.755
H 0.352 0.497 4.229
H -1.008 -1.669 -1.249
H 0.509 1.783 3.143
H -1.343 2.942 -1.561
H -1.419 -3.138 0.904
H -1.052 3.253 0.798
H 2.841 0.830 -1.584
H -1.244 -1.548 2.887
H 0.686 1.165 -1.962
H 1.803 -2.940 -0.583
H 0.454 -1.551 -3.237
H 0.584 -2.541 -2.119
H 1.573 -4.123 -1.445
H -0.538 1.500 -2.762
H 2.748 -0.336 1.613



(5)
143
Properties=species:S:1:pos:R:3 method="wB97M-V/def2-TZVPD" charge=-1 molar_mass_g_mol=1066.991 gap_ev=6.017 e_above_lowest_kj_mol=672.7 e_homo_ev=-4.515 total_energy_ha=-3579.472942
I 7.399 -4.841 0.411
O 13.451 -4.653 -0.801
O 11.784 -4.129 0.530
O -6.934 5.758 0.046
O 0.813 -3.059 3.711
O 7.900 -0.364 3.512
O 13.896 -3.390 1.064
O 0.940 4.960 -1.836
O -4.275 5.187 -6.980
O -0.009 6.338 -3.409
O -5.092 -5.878 -3.078
O -5.094 -8.171 -3.261
O 1.686 0.960 5.900
O 0.942 7.252 -1.653
O -6.043 -6.793 -4.834
O -3.446 -3.388 -0.313
O -6.074 4.074 1.348
O -8.307 4.621 1.327
O -5.277 3.408 -8.038
O 0.243 -0.966 5.967
O -3.720 3.152 -6.371
N 3.291 -2.834 2.929
C -6.327 -7.951 -5.615
C -5.485 -2.140 2.912
C 11.107 -1.973 1.425
C 2.022 -2.463 3.724
C 14.821 -4.515 -1.169
C -2.016 -3.122 -0.034
C 6.742 -0.477 2.804
C -0.294 5.180 -4.190
C -4.497 3.872 -7.220
C 11.252 -3.463 1.681
C -3.929 1.744 -6.450
C -5.049 6.100 -7.766
C 1.520 -0.320 5.528
C -5.603 6.060 -0.369
C -0.833 2.231 1.583
C -5.387 -7.059 -3.675
C 5.461 -2.429 0.247
C 1.676 7.160 -0.427
C 3.969 -2.738 6.911
C -4.501 -3.055 1.937
C 2.901 0.840 2.653
C -4.357 -5.970 -1.852
C 0.647 6.071 -2.250
C 5.796 -1.778 3.240
C -2.886 -6.236 -2.121
C 1.366 0.608 2.030
C 3.415 -2.008 5.816
C 2.576 -1.189 4.624
C 4.273 -1.567 0.978
C -6.466 6.210 -7.230
C -8.570 3.613 2.311
C -7.013 4.742 0.943
C -3.290 1.214 1.982
C 4.249 -1.666 2.616
C 5.309 -4.063 0.379
C -3.897 0.101 3.073
C 13.121 -4.002 0.344
C 0.794 2.104 1.689
C -8.173 4.092 3.696
C 3.478 -0.459 3.467
C -5.351 -0.515 2.631
C -4.317 -2.445 0.422
C -1.667 0.841 1.817
C 3.147 6.895 -0.696
H -6.455 6.464 -6.165
H 3.577 1.209 1.767
H -3.166 1.252 -5.840
H 1.241 6.398 0.232
H 4.341 0.041 4.125
H -8.461 3.361 4.456
H 12.081 -1.499 1.273
H 1.226 2.391 0.614
H -7.001 5.261 -7.324
H 4.401 -0.442 0.602
H 11.869 -3.664 2.567
H -5.049 6.513 0.459
H -9.647 3.421 2.288
H -6.613 -2.509 2.834
H 4.786 -4.415 1.365
H -4.793 -6.732 -1.193
H 2.980 -3.393 2.085
H -3.413 2.279 2.499
H -5.400 -8.358 -6.029
H 6.453 0.306 1.980
H 15.014 -5.183 -2.013
H 5.816 -1.802 4.411
H -1.098 2.705 0.520
H -3.129 -0.774 3.275
H 15.019 -3.488 -1.489
H 6.551 -2.154 0.581
H -1.381 -2.895 -1.003
H -7.093 4.254 3.766
H -2.313 -6.211 -1.190
H 0.785 0.023 2.860
H -3.441 -3.269 2.431
H -7.026 6.977 -7.772
H 6.274 -2.813 2.888
H -5.349 -2.424 -0.174
H -4.913 1.490 -6.044
H 4.828 -4.567 -0.591
H -0.820 4.421 -3.602
H -8.070 2.673 2.048
H 3.721 6.919 0.235
H -5.170 -2.357 4.043
H -1.354 0.436 2.896
H 2.823 1.748 3.413
H -2.738 -7.213 -2.591
H 15.485 -4.799 -0.347
H -5.038 5.809 -8.824
H -4.558 7.075 -7.696
H 3.553 7.643 -1.384
H 1.194 2.947 2.414
H -5.088 5.166 -0.735
H 10.521 -1.795 0.518
H -4.065 0.622 4.132
H -6.854 -8.709 -5.027
H -6.974 -7.650 -6.444
H 10.613 -1.483 2.269
H -1.569 -4.089 0.480
H -6.182 0.010 3.307
H -5.639 -0.216 1.516
H 3.241 -1.923 0.497
H 0.634 4.773 -4.604
H -3.831 1.383 -7.478
H 10.267 -3.897 1.872
H -5.658 6.783 -1.186
H -0.940 5.480 -5.019
H 1.568 8.123 0.081
H 4.329 -3.688 7.532
H -1.499 0.018 0.999
H 1.478 -0.080 1.086
H -4.465 -5.007 -1.344
H -2.480 -5.488 -2.809
H -1.896 -2.221 0.712
H -8.652 5.050 3.924
H 3.295 5.918 -1.165
H -5.046 -4.112 1.841
H -3.831 1.137 0.947
H -3.869 -1.342 0.416
H 5.411 -2.193 -0.921
H -1.158 3.058 2.380



(6)
46
Properties=species:S:1:pos:R:3 method="wB97M-V/def2-TZVPD" charge=+2 molar_mass_g_mol=634.137 gap_ev="7.463 / 5.441" e_homo_ev="-14.874 / -15.122" total_energy_ha=-6641.720282 multiplicity=4 s2=3.789
Tc -0.259 -0.882 -0.380
Br -1.696 -5.597 -1.325
Br -1.101 -6.069 4.289
F 2.835 -0.900 -3.088
F 2.410 -1.943 -0.635
F 1.734 0.883 -2.557
F 2.514 0.174 -0.222
F 0.667 -0.943 -2.927
O -0.510 -2.798 -0.678
N -1.045 2.974 -1.993
N 0.059 -1.664 1.528
N 0.503 2.944 -0.257
N -0.754 1.035 -0.725
C 0.923 2.448 1.028
C -0.383 -3.706 2.806
C 0.536 -1.770 3.868
C 1.827 -0.449 -2.396
C 1.203 4.127 -0.693
C -0.328 -2.969 1.601
C -0.668 -3.548 0.340
C 1.797 -0.772 -0.882
C -0.900 -5.038 2.724
C 0.516 -1.102 2.645
C -1.286 -5.582 1.513
C -1.164 -4.872 0.322
C 0.058 -3.061 3.972
C -0.419 2.319 -0.990
C -1.556 2.267 -3.144
C -1.447 4.362 -1.925
H -1.013 1.337 -3.304
H -1.258 4.785 -0.945
H 0.786 3.236 1.772
H -2.630 2.070 -3.066
H 0.328 1.582 1.307
H -0.953 4.964 -2.688
H -1.401 2.893 -4.024
H 2.262 3.998 -0.464
H 1.102 4.277 -1.763
H 0.875 -0.085 2.577
H 0.856 5.014 -0.157
H 0.020 -3.574 4.923
H 0.906 -1.260 4.742
H -1.702 -6.579 1.483
H 1.979 2.176 0.995
H -2.521 4.418 -2.120
H -1.701 0.884 -1.092



(7)
21
Properties=species:S:1:pos:R:3 method="wB97M-V/def2-TZVPD" smiles=O.O.O.O.O.O.O molar_mass_g_mol=126.105 gap_ev=10.337 e_above_lowest_kj_mol=141.5 e_homo_ev=-10.425 total_energy_ha=-535.069964
O -10.354 -28.057 14.423
O -10.367 -23.746 15.471
O -12.012 -29.319 16.472
O -13.501 -27.117 10.552
O -12.299 -25.660 14.721
O -14.212 -25.174 12.579
O -14.057 -23.835 16.263
H -13.633 -26.337 11.110
H -13.589 -26.804 9.648
H -11.036 -24.405 15.214
H -9.515 -28.193 13.971
H -11.892 -30.192 16.856
H -12.826 -25.482 13.925
H -14.241 -23.199 15.567
H -11.014 -28.316 13.768
H -13.680 -24.607 15.815
H -11.336 -29.248 15.786
H -15.065 -25.622 12.633
H -14.418 -24.234 12.547
H -12.142 -26.612 14.701
H -10.851 -23.098 15.990



(8)
17
Properties=species:S:1:pos:R:3 method="wB97M-V/def2-TZVPD" molar_mass_g_mol=148.658 gap_ev="6.208 / 6.142" e_above_lowest_kj_mol=697.4 e_homo_ev="-9.521 / -9.496" total_energy_ha=-1092.113043
Cl -4.881 -0.990 -0.276
S -0.192 1.968 -0.148
C 0.661 0.347 0.070
C -2.988 1.054 0.149
C -3.567 0.085 -0.245
C -0.175 -0.529 -0.828
C 2.056 0.489 -0.539
C 0.764 -0.221 1.526
H -0.079 -0.245 -1.821
H 1.326 -1.219 1.250
H 1.999 0.833 -1.601
H 2.507 -0.525 -0.629
H 2.565 1.116 0.231
H -0.058 -1.564 -0.718
H 1.344 0.382 2.193
H -1.164 -0.275 -0.565
H -0.117 -0.704 1.952



(9)
58
Properties=species:S:1:pos:R:3 method="wB97M-V/def2-TZVPD" charge=+1 molar_mass_g_mol=325.419 gap_ev=10.470 e_above_lowest_kj_mol=0.0 e_homo_ev=-12.758 total_energy_ha=-1156.015813
O 0.030 -0.089 0.129
O 2.529 1.073 0.114
O 4.220 -1.774 -3.351
O 1.015 -1.597 -1.825
O -2.625 0.785 0.154
O -4.354 -3.750 1.905
O 1.434 3.601 -4.093
O 0.078 2.402 -0.906
O -1.207 -2.768 0.139
C -3.341 0.939 1.394
C 3.535 -0.107 2.111
C -4.699 0.328 1.422
C 2.888 -1.429 -3.251
C 1.929 1.886 2.365
C 2.995 1.296 1.469
C -2.669 -3.098 0.348
C 2.243 -1.918 -1.927
C 1.487 3.182 -2.780
C -3.034 -3.260 1.887
C 0.110 2.809 -2.294
C -2.429 0.522 2.637
H -5.266 0.701 2.278
H 4.504 -2.226 -4.110
H 0.951 1.391 2.375
H 0.499 -1.750 -2.609
H 2.517 -0.591 2.257
H 1.976 3.796 -2.209
H -0.687 0.531 -0.129
H 4.200 -0.721 1.500
H -1.779 1.450 3.043
H 0.901 0.438 0.261
H -5.394 0.513 0.600
H -3.012 0.207 3.391
H 0.258 3.111 -0.441
H 1.730 2.886 2.031
H -2.872 -2.275 2.481
H -0.833 -3.652 -0.144
H -4.556 -0.796 1.347
H 2.326 -1.683 -4.134
H 3.110 -0.315 -3.313
H 3.864 1.762 1.530
H -2.647 -4.162 -0.019
H -3.322 0.799 -0.560
H 2.805 -1.298 -0.985
H 3.216 0.873 -0.495
H 2.483 -2.824 -1.892
H -4.620 -3.904 2.790
H 3.799 -0.163 3.168
H -1.744 -0.262 2.574
H -3.144 -2.257 -0.273
H -0.192 3.752 -2.592
H -0.214 2.056 -2.860
H 0.154 -0.645 -0.683
H 2.249 2.181 3.512
H 2.149 2.451 -2.684
H -2.262 -3.811 2.318
H -3.603 2.127 1.413
H 2.317 3.280 -4.384